The molecule C19H26N2 in a non-equilibrium geometry, computed with ωB97M-V/def2-TZVPD.

Atoms and positions in Å:
C -5.199 0.244 0.283
C -4.795 -0.067 -1.154
C -4.330 1.167 -1.930
C -3.023 1.779 -1.424
C -1.814 0.880 -1.670
C -0.489 1.522 -1.257
C -0.380 1.860 0.232
H 0.632 2.230 0.419
H -1.073 2.666 0.482
C -0.668 0.663 1.147
C 0.164 -0.528 0.776
N -0.407 -1.548 0.271
C 0.363 -2.718 -0.075
H -0.195 -3.239 -0.858
C 1.813 -2.472 -0.526
C 2.411 -1.434 0.363
C 1.598 -0.497 0.960
N 2.364 0.384 1.686
C 3.673 0.020 1.570
C 4.814 0.587 2.125
C 6.027 0.006 1.827
C 6.114 -1.116 0.995
C 4.992 -1.686 0.441
C 3.747 -1.122 0.725
H 5.065 -2.552 -0.199
H 7.087 -1.537 0.789
H 6.933 0.423 2.242
H 4.749 1.453 2.767
H 2.014 1.141 2.248
H 2.377 -3.405 -0.489
H 1.829 -2.113 -1.562
H 0.362 -3.364 0.814
H -0.462 0.943 2.184
H -1.716 0.377 1.074
H -0.338 2.442 -1.829
H 0.320 0.836 -1.518
H -1.924 -0.064 -1.136
H -1.761 0.649 -2.737
H -3.117 1.999 -0.361
H -2.863 2.730 -1.942
H -4.206 0.894 -2.981
H -5.116 1.926 -1.878
H -5.657 -0.492 -1.675
H -4.008 -0.822 -1.154
H -5.604 -0.645 0.761
H -5.959 1.023 0.306
H -4.346 0.579 0.867

Computed properties:
E, eV: -23105.8887
SMILES: CCCCCCCCC1=NCCc2c1[nH]c1ccccc21
Highest occupied orbital energy, eV: -7.797
LUMO level, eV: 0.60

Löwdin atomic charge list, values in e, 4 entries: atom 1 (C): -0.109, atom 2 (C): -0.264, atom 3 (C): -0.224, atom 4 (C): -0.216

---

C2H4O2P as an isolated structure in a non-equilibrium geometry, computed with ωB97M-V/def2-TZVPD.

Atoms and positions in Å:
C -0.178 1.027 0.120
C -0.542 -0.836 0.113
O -3.263 -0.491 -0.559
O -1.454 1.411 -0.218
P -2.259 -0.048 0.449
H -0.102 1.131 1.183
H 0.632 1.494 -0.564
H -0.325 -1.263 -0.991
H 0.077 -1.298 0.810

Computed properties:
Net charge: -1
E, eV: -15522.3420
Highest occupied orbital energy, eV: -2.576
LUMO level, eV: 4.53

Löwdin atomic charge list, values in e, 4 entries: atom 1 (C): -0.359, atom 2 (C): -0.274, atom 3 (O): -0.582, atom 4 (O): -0.448

---

Question: Which of these has the lowest highest occupied orbital energy?
Answer: C19H26N2